No. 1
ORCA calculation (ωB97M-V/def2-TZVPD) on a cluster of 9 separate species, C23H31Cl4F5O21 in total at a distorted geometry.

Structure (XYZ):
```
84
Properties=species:S:1:pos:R:3:lowdin_charge:R:1
C 2.753 4.418 2.571 -0.029
O 3.091 3.060 2.658 -0.008
C 4.089 2.577 3.361 -0.605
O 4.921 3.251 3.942 0.131
O 4.045 1.243 3.339 -0.027
C 4.880 0.501 4.214 -0.041
H 1.861 4.664 1.995 0.084
H 3.532 4.915 1.992 0.103
H 2.702 4.924 3.535 0.105
H 4.738 -0.580 4.197 0.092
H 4.743 0.812 5.250 0.102
H 5.916 0.674 3.923 0.098
C -1.442 -1.124 -4.155 -0.051
O -1.622 0.252 -4.336 0.061
C -2.256 0.978 -3.522 -0.656
O -2.622 2.079 -3.833 0.131
O -2.500 0.362 -2.337 -0.031
C -3.357 1.004 -1.383 -0.042
H -1.132 -1.652 -5.056 0.099
H -2.343 -1.684 -3.904 0.087
H -0.750 -1.318 -3.336 0.064
H -4.359 1.061 -1.809 0.104
H -3.015 2.009 -1.137 0.071
H -3.227 0.350 -0.521 0.065
C -4.281 -3.799 1.354 -0.076
C -3.670 -2.432 1.574 -0.349
O -4.457 -1.937 2.562 0.119
C -5.671 -2.510 2.530 -0.499
O -6.647 -2.078 3.126 0.146
O -5.596 -3.593 1.723 0.085
F -3.730 -1.583 0.516 0.087
H -3.967 -4.678 1.917 0.152
H -4.295 -3.922 0.271 0.137
H -2.656 -2.505 1.967 0.154
C 0.688 0.393 2.031 -0.028
C -0.146 -0.885 2.203 -0.325
O -0.128 -1.528 0.936 0.122
C 0.304 -0.640 0.023 -0.434
O 0.298 -0.959 -1.178 0.119
O 0.575 0.617 0.597 0.041
F -1.361 -0.478 2.436 0.102
H 1.740 0.290 2.295 0.120
H 0.241 1.241 2.550 0.138
H 0.219 -1.437 3.070 0.175
C -0.381 3.773 -2.097 -0.082
C 0.659 4.619 -1.366 -0.325
O 0.513 4.375 -0.056 0.150
C -0.579 3.630 0.134 -0.444
O -0.966 3.145 1.187 0.133
O -1.282 3.492 -1.083 0.054
F 0.268 5.921 -1.612 0.051
H 0.049 2.812 -2.377 0.127
H -0.753 4.320 -2.964 0.156
H 1.676 4.455 -1.720 0.161
C 0.157 -5.413 -1.776 -0.070
C -0.092 -5.018 -0.280 -0.295
O -1.449 -4.639 -0.390 0.098
C -1.689 -4.088 -1.621 -0.453
O -2.669 -3.405 -1.940 0.146
O -0.678 -4.516 -2.425 0.058
F 0.640 -3.946 -0.050 0.097
H -0.180 -6.429 -1.981 0.144
H 1.203 -5.261 -2.044 0.103
H 0.019 -5.765 0.506 0.173
C 4.402 0.648 -1.378 -0.035
C 3.633 1.662 -0.502 -0.277
O 2.703 2.219 -1.390 0.109
C 2.920 1.810 -2.668 -0.471
O 2.245 2.207 -3.644 0.121
O 3.846 0.829 -2.676 0.049
F 4.503 2.677 -0.239 0.056
H 4.073 -0.313 -0.983 0.121
H 5.485 0.758 -1.321 0.149
H 3.283 1.321 0.472 0.151
C 2.477 -2.751 -2.669 -0.927
Cl 3.661 -4.048 -3.016 0.499
Cl 2.454 -1.704 -4.180 0.515
H 1.480 -3.135 -2.454 -0.002
H 3.005 -2.143 -1.935 -0.003
C -3.955 1.499 2.870 -0.935
Cl -4.923 1.105 4.300 0.518
Cl -5.126 1.956 1.510 0.473
H -3.351 2.372 3.114 0.023
H -3.385 0.614 2.590 -0.010
```

As for the SMILES: O=C1OC[C@@H](F)O1.O=C1OC[C@@H](F)O1.O=C1OC[C@@H](F)O1.O=C1OC[C@@H](F)O1.O=C1OC[C@@H](F)O1.COC(=O)OC.COC(=O)OC.ClCCl.ClCCl. The energy above the lowest of the compared OMol25 structures with the same formula, charge and spin comes out at 2.119 eV. The LUMO energy comes out at -0.49 eV. The value obtained for the gap between HOMO and LUMO is 9.55 eV.

---

No. 2
ORCA calculation (ωB97M-V/def2-TZVPD) on a cluster of 2 separate species, C23H31ClN4O2 in total at a distorted geometry.

Structure (XYZ):
```
61
Properties=species:S:1:pos:R:3:lowdin_charge:R:1
C -8.061 -0.150 1.260 -0.097
H -8.404 -0.198 0.182 0.128
H -7.642 -1.062 1.431 0.037
H -8.807 0.150 1.861 0.051
C -6.915 0.648 1.020 -0.528
N -6.088 0.496 0.116 -0.165
C -5.324 -0.741 0.406 -0.026
C -4.443 -0.864 -1.152 -0.083
N -3.626 0.269 -1.417 -0.045
C -2.182 0.262 -1.407 -0.298
O -1.724 1.565 -1.614 -0.083
C -1.557 -0.900 -1.301 -0.180
C -0.012 -1.089 -1.887 0.046
C 0.905 0.059 -0.893 -0.184
N 0.902 -0.513 0.320 -0.149
C -0.488 -0.430 1.145 -0.076
C -1.317 -1.519 0.342 0.005
H -2.371 -1.389 0.848 0.126
H -0.845 -2.261 0.315 -0.034
H -0.394 -0.631 2.193 0.096
H -0.860 0.626 0.863 0.141
C 1.786 0.315 1.385 0.047
C 3.283 -0.033 0.870 -0.241
C 3.724 -1.317 0.611 -0.101
O 5.104 -1.033 -0.075 0.093
C 5.442 0.127 0.382 -0.311
N 4.313 0.579 0.774 0.127
C 6.723 0.808 0.175 -0.172
C 7.655 -0.213 -0.088 0.029
C 9.028 0.330 -0.294 -0.517
C 9.241 1.827 -0.186 -0.075
C 8.149 2.501 0.141 -0.140
C 6.945 2.043 0.460 -0.053
H 6.064 2.490 0.730 0.111
H 8.327 3.509 0.450 0.114
H 10.263 2.323 -0.234 0.131
Cl 10.326 -0.642 -1.040 0.582
H 7.560 -1.206 -0.114 0.067
C 3.139 -2.655 0.308 -0.037
H 3.278 -2.996 -0.587 -0.016
H 3.605 -3.460 1.217 0.149
H 1.944 -2.506 0.632 0.134
H 1.672 -0.095 2.312 0.090
H 1.751 1.174 1.174 0.000
H 1.794 -0.019 -1.402 0.099
H 0.697 0.950 -1.000 0.027
H 0.009 -0.612 -2.744 0.031
H 0.514 -2.063 -1.779 0.118
H -1.955 -1.698 -1.839 0.112
C -4.482 1.524 -1.413 -0.176
C -5.130 1.762 -0.240 -0.085
H -5.743 2.651 -0.379 0.130
H -4.274 1.950 0.551 0.176
H -3.596 2.197 -1.558 0.143
H -4.921 1.276 -2.193 0.055
H -3.805 -1.705 -0.700 0.108
H -5.146 -1.075 -1.933 0.107
H -5.976 -1.455 0.475 0.041
H -4.518 -0.419 1.124 0.120
H -6.269 0.773 2.436 0.161
H -7.270 1.766 0.962 0.139
```

The energy above the lowest of the compared OMol25 structures with the same formula, charge and spin comes out at 20.147 eV. The LUMO energy comes out at 0.39 eV. The value obtained for the gap between HOMO and LUMO is 8.27 eV.